Formula: C36H51CdN3O6SSe2
Source: OMol25
Level of theory: the ωB97M-V functional and the def2-TZVPD basis

Calculated values
- HOMO: -0.069 Ha
- Kohn-Sham gap: 6.058 eV
- E: -201012.7548 eV
- Total charge: -2
- Relative energy (zero: lowest compared OMol25 entry of this formula, charge and spin): 0.00 kcal/mol
- E_LUMO: 4.177 eV

Positions of all 100 atoms, in Å:
Cd (0.06, 1.14, -0.28)
C (-3.76, 2.56, 2.91)
C (-3.11, 1.39, 2.17)
C (-4.09, 0.76, 1.18)
C (-2.57, 0.36, 3.14)
C (-3.43, -0.34, 3.97)
C (-2.95, -1.29, 4.87)
C (-1.59, -1.54, 4.92)
C (-0.69, -0.86, 4.11)
C (0.78, -1.23, 4.17)
C (1.01, -2.73, 3.99)
C (1.42, -0.77, 5.49)
C (-1.18, 0.12, 3.23)
N (-0.31, 0.81, 2.37)
C (0.62, 1.53, 2.90)
C (1.72, 2.08, 2.18)
C (2.79, 2.77, 2.75)
C (3.69, 3.01, 1.71)
C (3.11, 2.45, 0.56)
N (1.92, 1.89, 0.84)
C (3.70, 2.45, -0.84)
C (2.89, 3.39, -1.73)
C (5.15, 2.93, -0.80)
C (3.69, 1.02, -1.41)
H (-3.96, 3.37, 2.21)
H (-3.10, 2.95, 3.69)
H (-4.71, 2.26, 3.38)
H (-2.28, 1.79, 1.60)
H (-4.94, 0.30, 1.70)
H (-3.59, 0.00, 0.58)
H (-4.48, 1.53, 0.51)
H (-4.49, -0.15, 3.91)
H (-3.64, -1.83, 5.51)
H (-1.22, -2.30, 5.61)
H (1.30, -0.73, 3.35)
H (0.57, -3.31, 4.80)
H (2.08, -2.95, 3.96)
H (0.58, -3.08, 3.05)
H (0.92, -1.26, 6.34)
H (1.33, 0.30, 5.62)
H (2.48, -1.04, 5.52)
H (0.63, 1.70, 3.98)
H (2.89, 3.04, 3.80)
H (4.64, 3.51, 1.78)
H (2.95, 4.41, -1.35)
H (1.84, 3.11, -1.76)
H (3.27, 3.37, -2.76)
H (5.21, 3.97, -0.45)
H (5.57, 2.89, -1.81)
H (5.76, 2.31, -0.14)
H (2.68, 0.62, -1.47)
H (4.29, 0.36, -0.79)
H (4.09, 1.03, -2.43)
O (-2.82, 0.37, -3.72)
C (-2.91, 1.31, -2.64)
C (-2.28, 2.67, -2.96)
C (-3.11, 3.34, -4.07)
O (-3.21, 2.59, -5.27)
C (-0.82, 2.57, -3.45)
Se (0.23, 0.94, -3.04)
C (-2.46, 3.57, -1.72)
Se (-1.06, 3.59, -0.32)
H (-1.87, 0.11, -3.72)
H (-2.45, 0.89, -1.74)
H (-3.97, 1.45, -2.44)
H (-2.67, 4.30, -4.32)
H (-4.12, 3.53, -3.67)
H (-3.13, 1.65, -5.01)
H (-0.26, 3.42, -3.06)
H (-0.81, 2.63, -4.54)
H (-3.40, 3.31, -1.24)
H (-2.54, 4.61, -2.04)
C (4.51, -2.94, -3.87)
C (3.18, -3.44, -3.38)
C (2.45, -4.36, -4.13)
C (1.21, -4.81, -3.69)
C (0.71, -4.34, -2.48)
C (1.44, -3.45, -1.71)
C (2.66, -3.00, -2.17)
S (-0.88, -4.92, -1.94)
O (-0.76, -5.64, -0.70)
O (-1.46, -5.61, -3.06)
N (-1.72, -3.53, -1.65)
C (-2.35, -3.29, -0.34)
C (-1.42, -2.77, 0.75)
C (-0.76, -1.46, 0.33)
O (-1.52, -0.57, -0.14)
O (0.48, -1.36, 0.41)
H (4.65, -3.13, -4.93)
H (5.33, -3.43, -3.33)
H (4.61, -1.87, -3.69)
H (2.83, -4.70, -5.08)
H (0.61, -5.49, -4.28)
H (1.06, -3.05, -0.78)
H (3.20, -2.26, -1.58)
H (-1.28, -2.72, -2.05)
H (-2.84, -4.21, -0.03)
H (-3.12, -2.54, -0.54)
H (-0.66, -3.51, 0.99)
H (-2.02, -2.58, 1.65)

Atom charges from the Löwdin analysis, given in e for atoms 1 to 8:
1. Cd 1.15
2. C -0.07
3. C -0.39
4. C -0.06
5. C -0.14
6. C -0.05
7. C -0.10
8. C -0.06